Computed, not measured: a structure of composition C36H55N4OPPtS in a non-equilibrium geometry, with the ωB97M-V functional and the def2-TZVPD basis.

Computed properties:
Energy above the lowest of the compared OMol25 structures with the same formula, charge and spin: 0.0 kJ/mol
E_HOMO (spin up / spin down): -12.066 / -13.786 eV
Net charge: +2
Spin multiplicity: 3
Electronic energy: -69589.517 eV

Last column: Mulliken charge in e.
CARTESIAN COORDINATES (ANGSTROEM)
Pt: 10.5159 12.1493 12.0448  1.229
S: 12.7537 12.4490 11.3930  -0.546
P: 10.3073 9.9295 11.7603  0.633
O: 11.0197 12.8186 14.2483  -0.652
N: 8.3246 13.1319 11.9855  0.297
N: 10.6609 14.1662 12.0635  0.179
N: 14.1889 14.7503 11.6520  -0.393
N: 11.9244 14.7695 11.9765  -0.314
C: 8.5835 10.1493 14.0253  0.340
C: 8.5110 7.8327 12.9827  -0.810
C: 8.7461 9.3505 12.7137  1.366
C: 7.6371 8.1946 15.3788  -1.045
C: 9.9764 9.6394 9.9143  0.387
C: 5.9356 13.1999 11.9689  -1.192
C: 13.0347 14.0881 11.6914  0.557
C: 12.3586 10.1591 17.2732  -1.399
C: 10.3242 13.1438 20.7772  -1.440
C: 7.6152 10.0044 8.0008  -0.890
C: 13.7934 7.3735 11.6589  -0.823
C: 9.6323 10.9662 9.2263  -0.513
C: 11.2270 12.3593 16.5617  0.916
C: 12.1231 8.5144 13.5590  0.854
C: 9.6520 15.0348 12.1684  1.093
C: 13.3375 6.4125 12.7673  -0.743
C: 11.6149 11.4262 17.5867  0.851
C: 10.3267 13.7774 18.3283  -0.991
C: 11.4564 12.0937 15.1698  -0.272
C: 9.0093 8.5178 9.5101  -1.051
C: 7.4229 9.6425 14.9162  -1.116
C: 11.5553 8.5507 12.1301  0.770
C: 10.6644 12.8753 19.3387  0.108
C: 8.5925 7.4191 14.4515  -0.617
C: 12.6889 7.1506 13.9409  -1.018
C: 7.1414 12.5377 11.8064  0.454
C: 5.9425 14.5786 12.2543  -0.843
C: 8.9290 10.7939 7.8866  -1.145
C: 8.3461 14.4682 12.1922  0.289
C: 7.5963 8.9670 9.1457  -0.315
C: 10.5759 13.5755 16.9771  0.858
C: 11.3096 11.7046 18.9084  -0.848
C: 7.1658 15.2142 12.3618  -1.016
C: 9.7381 16.4919 12.3290  -2.044
C: 12.6635 8.2501 11.0942  -1.149
C: 10.1066 14.6732 16.0449  -0.931
H: 7.1620 11.4773 11.5222  0.230
H: 11.9142 6.5047 14.3920  0.218
H: 13.4210 7.2763 14.7529  0.507
H: 7.3993 9.5357 7.0300  0.342
H: 15.0516 14.2149 11.5966  0.265
H: 9.2176 7.2203 12.4001  0.414
H: 7.5051 7.5583 12.6018  0.472
H: 7.9276 9.6756 12.0425  -0.384
H: 9.5077 16.7454 13.3791  0.393
H: 6.4845 9.7263 14.3443  0.350
H: 5.0082 12.6398 11.8760  0.496
H: 13.3217 10.3803 16.7942  0.366
H: 7.0673 9.3666 10.0095  0.004
H: 7.2097 16.2645 12.5859  0.456
H: 14.2110 6.7674 10.8476  0.469
H: 8.4369 11.2154 13.8167  -0.085
H: 9.5067 10.0672 14.6070  -0.502
H: 10.5439 12.2515 21.3686  0.375
H: 10.6915 16.9293 12.0430  0.531
H: 8.0349 8.2050 16.3991  0.366
H: 14.6178 8.0086 12.0266  0.362
H: 8.3918 6.3446 14.4886  0.600
H: 5.0219 15.1149 12.3920  0.474
H: 8.9448 7.7522 10.2882  0.301
H: 11.3224 8.8137 14.2467  -1.269
H: 6.6722 7.6910 15.4578  0.343
H: 8.9557 16.9504 11.7254  0.476
H: 12.0001 15.7518 12.3050  0.186
H: 7.3261 10.2899 15.7855  0.449
H: 9.6965 15.4687 16.6635  0.414
H: 7.0084 8.0956 8.8234  0.499
H: 12.5618 9.6126 18.1957  0.416
H: 9.6057 7.5766 14.8161  -0.157
H: 11.6090 10.9699 19.6571  0.305
H: 10.8783 7.6783 12.0419  -0.195
H: 9.3169 14.3306 15.3689  0.090
H: 9.2751 13.4164 20.9096  0.368
H: 8.7191 11.7759 7.4651  0.440
H: 12.9145 9.2803 13.6095  0.429
H: 12.6240 5.7140 12.3037  0.321
H: 9.6071 10.3118 7.1566  0.389
H: 10.5414 11.5670 9.0529  0.274
H: 11.7865 9.5165 16.5938  0.115
H: 10.9203 15.0509 15.4290  0.148
H: 13.0721 9.1882 10.6851  0.253
H: 8.9525 11.5736 9.8550  0.052
H: 10.9186 13.9815 21.1614  0.330
H: 6.7635 10.6869 8.1249  0.318
H: 12.2112 7.7099 10.2482  0.426
H: 10.9656 9.3216 9.5530  0.600
H: 9.4321 8.0214 8.6272  0.653
H: 14.2398 15.7240 11.9601  0.214
H: 14.1897 5.8295 13.0973  0.472
H: 12.0835 11.1950 14.9698  0.126
H: 9.8492 14.6958 18.5917  0.429

***

Computed, not measured: an isolated molecule of C10H13BN2 in a non-equilibrium geometry, with the ωB97M-V functional and the def2-TZVPD basis.

Computed properties:
Energy above the lowest of the compared OMol25 structures with the same formula, charge and spin: 107.5 kJ/mol
E_HOMO: -7.923 eV
Spin multiplicity: 1
SMILES string: CCB(n1cccc1)n1cccc1
Electronic energy: -14236.853 eV

Last column: natural (NBO) charge in e.
CARTESIAN COORDINATES (ANGSTROEM)
N: 1.5755 -0.2270 -0.4242  -0.556
N: -1.0285 -0.3673 0.0005  -0.678
C: -1.2318 -1.6047 0.6602  -0.030
C: 1.8389 -1.5377 -0.7173  -0.100
C: -3.2030 -0.9782 -0.1515  -0.276
C: -0.9404 2.6970 0.4304  -0.588
C: -2.5133 -1.9921 0.5326  -0.273
C: -0.1409 2.0056 -0.6743  -0.815
C: 2.6447 0.2358 0.0950  -0.022
C: 3.6098 -0.6989 0.4178  -0.333
C: 3.0510 -1.9202 -0.1324  -0.285
C: -2.3068 0.0114 -0.4373  -0.021
B: 0.0447 0.4408 -0.3855  1.130
H: -0.7132 2.3170 1.4079  0.202
H: 2.5621 1.2387 0.5536  0.186
H: 0.8415 2.4923 -0.7325  0.243
H: -2.4898 0.8386 -0.9952  0.210
H: -4.2344 -0.9807 -0.3823  0.224
H: 1.1558 -2.1501 -1.2510  0.205
H: -2.8691 -2.8830 1.0606  0.231
H: -1.9604 2.4059 0.3731  0.202
H: -0.4580 -2.1046 1.2212  0.230
H: -0.4882 2.5294 -1.5890  0.263
H: 4.5720 -0.6813 0.8576  0.223
H: 3.6140 -2.8223 -0.1615  0.217
H: -0.9320 3.7355 0.4237  0.212

***

Computed, not measured: a structure of composition C28H18N7O7ReS2SbSe4 in a non-equilibrium geometry, with the ωB97M-V functional and the def2-TZVPD basis.

Computed properties:
Energy above the lowest of the compared OMol25 structures with the same formula, charge and spin: 143.8 kJ/mol
E_HOMO: -11.295 eV
Net charge: +1
Spin multiplicity: 1
Electronic energy: -345804.748 eV

Last column: natural (NBO) charge in e.
CARTESIAN COORDINATES (ANGSTROEM)
Re: -0.0128 0.0925 0.1002  0.626
Sb: 2.1400 -3.6657 3.4979  0.818
Se: 3.1332 -2.6885 5.3472  -0.337
Se: 1.3021 -1.9622 0.2197  0.038
Se: -0.4859 -2.7953 3.5198  -0.175
Se: 0.5427 -1.1792 2.2953  0.193
S: -1.1517 1.9270 -0.8286  0.194
S: 1.0963 1.7179 1.2322  0.258
O: -6.2925 -4.6434 1.6928  -0.358
O: -1.9915 -2.5076 0.7728  -0.590
O: -6.0181 2.2497 0.7156  -0.365
O: 0.0537 2.7328 -6.6311  -0.566
O: -1.9984 -0.3139 0.2227  -0.738
O: -8.0781 -3.4490 1.9206  -0.345
O: -7.8800 1.3161 1.2885  -0.342
N: -6.6979 1.2874 1.0187  0.530
N: 1.3753 6.7609 -3.7608  -0.212
N: 4.1607 6.6744 -0.8513  -0.223
N: 1.8781 1.4120 -6.9259  -0.646
N: -6.8950 -3.5879 1.6910  0.530
N: 1.1591 0.3077 -1.6964  -0.451
N: 0.3550 0.9977 -5.1723  -0.639
C: 1.1461 3.0355 0.0841  -0.223
C: 2.4356 1.3287 -3.9235  -0.167
C: 4.2118 -2.1253 -6.7496  -0.015
C: -6.7733 -1.1523 1.3502  -0.139
C: 0.1223 3.1164 -0.8619  -0.199
C: -4.0367 -1.3339 0.8570  -0.105
C: 3.1047 1.1795 -2.7262  -0.208
C: 2.6234 0.1907 -6.8377  0.191
C: 0.5224 0.3684 -2.8813  0.011
C: 5.0676 -3.3685 -6.7213  -0.631
C: 2.2134 4.9653 -0.8565  -0.125
C: 0.7280 1.7874 -6.3046  0.787
C: -4.6672 -0.0973 0.8103  -0.151
C: 3.2975 5.9149 -0.8572  0.247
C: 2.4508 0.6732 -1.6218  0.010
C: 1.1066 0.9029 -4.0224  0.162
C: 2.0334 -1.0543 -6.6688  -0.258
C: -6.0231 -0.0330 1.0616  0.024
C: 2.1744 3.9757 0.1082  -0.160
C: 1.2869 6.0112 -2.8928  0.221
C: 4.0030 0.2747 -6.9763  -0.259
C: 2.8287 -2.1935 -6.6156  -0.188
C: -2.5667 -1.4640 0.6151  0.761
C: 4.7829 -0.8704 -6.9349  -0.183
C: -6.1141 -2.3632 1.3866  0.016
C: 0.1516 4.1337 -1.8196  -0.171
C: 1.2009 5.0344 -1.8364  -0.032
C: -4.7609 -2.4793 1.1516  -0.131
H: 2.9450 0.5552 -0.6729  0.235
H: 5.7936 -3.3280 -5.9066  0.224
H: 2.1655 2.0556 -7.6463  0.426
H: -4.1219 0.8044 0.5816  0.269
H: -0.6326 4.2033 -2.5631  0.256
H: 5.6298 -3.4730 -7.6507  0.232
H: -7.8331 -1.0836 1.5424  0.293
H: 4.4588 -4.2623 -6.5909  0.220
H: 4.1389 1.4806 -2.6298  0.250
H: 2.3551 -3.1606 -6.4888  0.218
H: -4.2800 -3.4449 1.1964  0.276
H: 2.9569 3.9183 0.8559  0.252
H: -0.4948 0.0098 -2.9150  0.222
H: -0.6453 0.9332 -5.0741  0.419
H: 4.4682 1.2441 -7.1306  0.221
H: 2.9330 1.7654 -4.7802  0.255
H: 5.8586 -0.7851 -7.0476  0.222
H: 0.9583 -1.1479 -6.6122  0.225